ORCA calculation (ωB97M-V/def2-TZVPD) on a 2-piece molecular cluster, C16H17N overall.

Computed properties:
- LUMO level: 0.9 eV
- Largest force on an atom: 1.89 eV Å⁻¹
- Energy relative to the best compared isomer or geometry (same formula, charge and spin): 28.2 kcal/mol
- Kohn-Sham gap: 8.74 eV
- M: 223.3 u
- SMILES: Cc1c[nH]c2ccccc12.Cc1ccccc1

ORCA input file:
```
! RIJCOSX wB97M-V def2-TZVPD def2/J DEFGRID3
* xyz 0 1
C -1.904 -3.350 1.427
C -1.499 0.326 1.054
C -0.969 -0.868 1.550
C -1.810 -1.911 1.037
C -2.601 -1.345 0.080
C -0.973 1.571 1.427
C 0.197 1.578 2.133
C 0.117 -0.803 2.438
C 0.720 0.401 2.709
N -2.420 0.037 0.083
H -2.600 0.626 -0.711
H -1.418 2.443 0.960
H -3.254 -1.808 -0.632
H 0.628 2.560 2.298
H 0.378 -1.747 2.904
H -1.623 -4.084 0.677
H -2.806 -3.692 1.946
H 1.386 0.419 3.563
H -1.249 -3.486 2.294
C 2.335 -1.056 -1.178
C 0.790 2.730 -2.425
C 0.689 1.673 -3.303
C 1.010 2.487 -1.061
C 1.297 0.455 -2.936
C 1.546 1.265 -0.705
C 1.692 0.224 -1.632
H 0.581 3.760 -2.697
H 0.147 1.664 -4.240
H 0.772 3.301 -0.391
H 1.503 -0.218 -3.759
H 1.799 1.050 0.310
H 3.401 -0.881 -1.032
H 2.233 -1.846 -1.920
H 1.909 -1.475 -0.268
*
```

=====

ORCA calculation (ωB97M-V/def2-TZVPD) on an isolated molecule of C16H17N3O.

Computed properties:
- LUMO level: 0.6 eV
- Largest force on an atom: 0.75 eV Å⁻¹
- Energy relative to the best compared isomer or geometry (same formula, charge and spin): 16.1 kcal/mol
- Kohn-Sham gap: 8.14 eV
- M: 267.3 u
- SMILES: COc1ccc(NCc2nc3ccccc3n2C)cc1

ORCA input file:
```
! RIJCOSX wB97M-V def2-TZVPD def2/J DEFGRID3
* xyz 0 1
C 4.164 1.391 3.195
O 2.772 1.208 3.233
C 2.222 0.256 2.415
C 2.930 -0.541 1.526
C 2.262 -1.466 0.743
C 0.881 -1.630 0.830
C 0.176 -0.828 1.730
C 0.839 0.099 2.503
H 0.297 0.723 3.195
H -0.894 -0.923 1.821
N 0.265 -2.608 0.065
H 0.851 -2.977 -0.668
C -1.150 -2.566 -0.230
C -1.652 -1.234 -0.696
N -2.683 -0.639 -0.169
C -2.821 0.545 -0.845
C -3.752 1.566 -0.696
C -3.640 2.659 -1.528
C -2.631 2.749 -2.488
C -1.696 1.747 -2.652
C -1.803 0.643 -1.822
N -1.074 -0.517 -1.712
C 0.074 -0.874 -2.494
H 1.000 -0.675 -1.945
H 0.077 -0.285 -3.410
H 0.034 -1.932 -2.762
H -0.916 1.831 -3.396
H -2.581 3.626 -3.117
H -4.347 3.471 -1.439
H -4.529 1.492 0.048
H -1.359 -3.327 -0.989
H -1.725 -2.822 0.666
H 2.827 -2.080 0.055
H 4.001 -0.453 1.424
H 4.503 1.717 2.205
H 4.700 0.478 3.479
H 4.379 2.173 3.922
*
```

=====

ORCA calculation (ωB97M-V/def2-TZVPD) on an isolated molecule of C16H17N5O2S.

Computed properties:
- LUMO level: 0.8 eV
- Largest force on an atom: 1.29 eV Å⁻¹
- Energy relative to the best compared isomer or geometry (same formula, charge and spin): 20.8 kcal/mol
- Kohn-Sham gap: 9.10 eV
- M: 343.4 u
- SMILES: CCOc1cccc(NC(=O)[C@@H](Cc2cccs2)c2nn[nH]n2)c1

ORCA input file:
```
! RIJCOSX wB97M-V def2-TZVPD def2/J DEFGRID3
* xyz 0 1
C -6.960 -0.414 1.366
C -6.024 0.413 0.498
H -6.031 1.462 0.825
H -6.344 0.370 -0.552
O -4.725 -0.129 0.632
C -3.702 0.431 -0.067
C -2.458 -0.171 0.105
C -1.339 0.308 -0.561
C -1.453 1.409 -1.406
C -2.689 2.002 -1.569
C -3.815 1.529 -0.914
H -4.762 2.020 -1.069
H -2.783 2.856 -2.223
H -0.586 1.784 -1.923
N -0.123 -0.339 -0.317
C 1.063 -0.168 -0.945
O 1.278 0.557 -1.887
C 2.200 -0.981 -0.289
C 1.836 -2.402 -0.128
N 2.470 -3.428 -0.675
N 1.770 -4.457 -0.242
N 0.767 -4.113 0.526
N 0.789 -2.835 0.615
H 1.991 -5.412 -0.484
C 2.515 -0.336 1.083
C 2.670 1.138 0.937
C 1.743 2.108 1.164
C 2.209 3.403 0.847
C 3.481 3.399 0.377
S 4.138 1.813 0.312
H 4.081 4.228 0.060
H 1.618 4.294 0.961
H 0.757 1.908 1.545
H 3.433 -0.780 1.476
H 1.700 -0.549 1.779
H 3.073 -0.906 -0.942
H -0.168 -1.084 0.373
H -2.386 -1.023 0.765
H -6.638 -0.372 2.403
H -6.947 -1.451 1.041
H -7.973 -0.028 1.290
*
```

=====

ORCA calculation (ωB97M-V/def2-TZVPD) on a 2-piece molecular cluster, C16H17NO overall.

Computed properties:
- LUMO level: 0.7 eV
- Largest force on an atom: 3.13 eV Å⁻¹
- Energy relative to the best compared isomer or geometry (same formula, charge and spin): 30.2 kcal/mol
- Kohn-Sham gap: 8.34 eV
- M: 239.3 u
- SMILES: Cc1c[nH]c2ccccc12.Cc1ccc(O)cc1

ORCA input file:
```
! RIJCOSX wB97M-V def2-TZVPD def2/J DEFGRID3
* xyz 0 1
C 1.606 -0.461 -3.774
C 0.178 -2.981 -1.290
C 0.363 -2.240 -2.412
C 1.076 -2.807 -0.231
C 1.453 -1.413 -2.616
C 2.159 -1.936 -0.347
C 2.344 -1.231 -1.556
O 0.997 -3.515 0.929
H -0.547 -3.790 -1.265
H -0.210 -2.370 -3.331
H 0.134 -3.943 1.047
H 2.860 -1.896 0.478
H 0.624 0.026 -3.867
H 1.472 -1.117 -4.670
H 3.239 -0.609 -1.521
H 2.437 0.259 -3.719
C -3.645 1.642 0.733
C 0.034 1.324 1.086
C -1.230 1.841 1.446
C -2.221 1.307 0.577
C -1.558 0.595 -0.363
C 0.941 1.864 3.185
C 1.148 1.356 1.944
C -0.268 2.536 3.555
C -1.267 2.621 2.643
N -0.202 0.566 -0.087
H 1.760 1.849 3.899
H 2.106 0.880 1.744
H -0.156 2.937 4.570
H -2.028 3.369 2.811
H 0.479 0.304 -0.780
H -1.837 -0.003 -1.219
H -4.264 0.744 0.530
H -4.031 2.437 0.095
H -3.944 1.854 1.775
*
```